(1)
Molecular formula: C3H4N4O2
Method: DFT, ωB97M-V/def2-TZVPD

## Properties
**Total charge**: 0

Each line ends with the Mulliken charge.
CARTESIAN COORDINATES (ANGSTROEM)
C1 -0.02240 -0.57111 1.85249  -1.042
C2 -0.26219 -0.52888 0.37918  0.781
C3 0.05151 0.56631 -1.72688  0.573
H1 -0.68321 -1.26977 2.35034  0.338
H2 0.98784 -0.81501 2.09022  0.289
H3 -0.20342 0.42928 2.27931  0.325
H4 1.04055 2.06190 -0.63814  0.383
N1 -0.97153 -1.46242 -0.21031  -0.295
N2 -1.08335 -1.38685 -1.58721  -0.373
N3 -0.66732 -0.44943 -2.29686  -0.182
N4 0.28501 0.42815 -0.37928  0.251
O1 0.59233 1.48830 -2.27466  -0.611
O2 0.93616 1.50954 0.16180  -0.437

---

(2)
Molecular formula: C3H4N4O2
Method: DFT, ωB97M-V/def2-TZVPD

## Properties
**Total charge**: 0

Each line ends with the Mulliken charge.
CARTESIAN COORDINATES (ANGSTROEM)
C1 -1.87126 0.09498 -0.08746  0.464
C2 0.39765 -0.31244 -0.28502  0.481
C3 2.03971 0.92805 0.26546  0.107
H1 -3.63985 0.03360 0.09865  0.345
H2 -3.12816 -1.71010 -0.21410  0.340
H3 2.78470 1.62364 1.03206  0.295
H4 1.42478 -1.92677 0.07204  0.274
N1 -2.93368 -0.55816 0.60037  -0.575
N2 -0.78907 -0.83058 -0.13288  -0.479
N3 0.82081 1.06551 -0.14963  -0.287
N4 1.61525 -1.11312 -0.33023  -0.173
O1 -1.70749 1.33389 -0.28347  -0.552
O2 2.72858 -0.36258 0.25098  -0.240

---

(3)
Molecular formula: C3H4N4O2
Method: DFT, ωB97M-V/def2-TZVPD

## Properties
**Total charge**: 0

Each line ends with the Mulliken charge.
CARTESIAN COORDINATES (ANGSTROEM)
C1 0.16640 -1.24372 0.05589  0.181
C2 -2.02191 0.36631 0.18482  0.139
C3 0.71895 1.28648 -0.46448  0.166
H1 2.90551 -0.72006 -0.33911  0.354
H2 0.58497 -2.05202 0.60696  0.381
H3 -2.51693 0.19975 1.13589  0.347
H4 1.81295 1.64575 -0.80418  0.284
N1 0.92708 -0.18958 -0.35679  0.003
N2 -1.22387 -1.66094 0.03095  -0.380
N3 -1.27589 1.29839 0.69324  -0.342
N4 -0.36793 1.89965 -0.27417  -0.360
O1 2.28783 -0.28660 0.30920  -0.462
O2 -1.99716 -0.54339 -0.77822  -0.310

---

(4)
Molecular formula: C3H4N4O8
Method: DFT, ωB97M-V/def2-TZVPD

## Properties
**Total charge**: 0

Each line ends with the Mulliken charge.
CARTESIAN COORDINATES (ANGSTROEM)
C1 -0.33323 -0.04657 0.88182  -1.234
C2 0.58240 0.51946 -0.14981  0.191
C3 2.01482 -0.08709 0.00402  -0.160
N1 0.79764 2.00475 0.00290  1.180
N2 3.00911 0.42151 -0.99598  1.081
N3 2.10292 -1.68770 -0.27674  0.941
N4 2.54121 0.18558 1.42787  0.952
O1 0.07924 2.63781 0.69232  -0.589
O2 2.64122 0.29927 -2.13734  -0.563
O3 3.24717 -2.07621 -0.30994  -0.502
O4 2.35557 1.32405 1.81628  -0.502
O5 1.60055 2.45414 -0.77506  -0.586
O6 4.01489 0.88598 -0.63213  -0.555
O7 1.12867 -2.31437 -0.49913  -0.564
O8 3.11854 -0.67301 1.97951  -0.563
H1 -0.72803 -1.10777 0.75379  0.329
H2 -0.03866 0.26306 1.91346  0.365
H3 -1.39631 0.35468 0.65047  0.374
H4 0.34514 0.23122 -1.25433  0.405

---

(5)
Molecular formula: C3H4NO
Method: DFT, ωB97M-V/def2-TZVPD

## Properties
**Total charge**: +1

Each line ends with the Mulliken charge.
CARTESIAN COORDINATES (ANGSTROEM)
C1 0.30725 -0.94378 0.01005  0.297
C2 -1.34577 0.38963 -0.10853  0.040
C3 0.87137 0.46014 0.02723  -0.338
N1 -0.39236 1.20213 -0.03297  -0.236
O1 -0.96816 -0.94591 0.00023  -0.130
H1 0.79143 -2.00467 -0.05596  0.385
H2 -2.46034 0.55987 -0.03822  0.346
H3 1.49674 0.52288 0.93884  0.294
H4 1.69986 0.75971 -0.74068  0.342

---

(6)
Molecular formula: C3H4NO
Method: DFT, ωB97M-V/def2-TZVPD

## Properties
**Total charge**: +1

Each line ends with the Mulliken charge.
CARTESIAN COORDINATES (ANGSTROEM)
C1 -0.53297 -1.20855 0.05048  0.070
C2 -1.84217 -0.55558 0.04666  -0.041
C3 0.22835 0.99582 0.07563  -0.205
N1 0.51452 -0.43622 0.01209  -0.072
O1 -1.08288 1.18331 0.03226  -0.337
H1 -0.29708 -2.21802 -0.02186  0.453
H2 0.75671 1.62825 0.84872  0.370
H3 0.74725 1.40497 -0.68975  0.381
H4 1.50827 -0.79398 -0.35424  0.381

---

One value per record, in order, for energy above the lowest of the compared OMol25 structures with the same formula, charge and spin: 283.8 504.5 811.2 0.0 105.8 538.9 kJ/mol.
One value per record, in order, for E: -13227.974 -13225.686 -13222.508 -25502.856 -6703.573 -6699.085 eV.